Record 1
DFT (ωB97M-V/def2-TZVPD) results for 2 unconnected molecules or ions with the total composition C4H11NO.

Structure (ORCA input):
```
! RIJCOSX wB97M-V def2-TZVPD def2/J DEFGRID3
* xyz 0 1
O -0.0366 0.9261 -2.8368
N 0.8296 -1.3156 1.1745
C 0.8647 -1.6627 -0.2658
C -0.2956 0.9124 0.8728
C -1.3947 1.4949 0.4379
C -0.2573 -0.4241 1.5458
H -1.1858 -0.9736 1.4143
H 1.8054 -2.1378 -0.5066
H 0.0208 -2.3464 -0.4035
H 0.4147 1.7547 -2.6377
H 1.7341 -0.9427 1.4232
H -1.4243 2.4411 -0.0706
H -0.1253 -0.3002 2.6246
H 0.7050 -0.7898 -0.9056
H 0.6968 0.3115 -2.9925
H -2.3483 1.0251 0.5777
H 0.6725 1.3989 0.7341
*
```

Summary:
**HOMO level**: -8.8 eV
**Structure (SMILES)**: C=CCNC.O
**Orbital gap**: 9.59 eV
**E**: -288.9512 Eh



Record 2
DFT (ωB97M-V/def2-TZVPD) results for a gas-phase ion, C19H15F4 (charge +1).

Structure (ORCA input):
```
! RIJCOSX wB97M-V def2-TZVPD def2/J DEFGRID3
* xyz 1 1
F -2.2989 1.8326 8.1556
F 0.1449 5.8992 8.1625
F -0.4658 -0.0673 -2.4259
F -2.7866 -2.0078 1.2457
C -0.3014 0.9223 -0.2644
C 2.7283 0.7924 0.6377
C -0.5248 0.8765 1.1010
C -0.8138 -0.0609 -1.0920
C 0.0297 4.6161 6.1607
C 3.1200 -0.7741 -1.0857
C -0.3443 2.2539 3.2541
C -1.0790 3.8678 8.1927
C 1.9481 1.1771 1.8285
C -0.3705 3.4564 5.4574
C 2.8693 -0.5334 0.2434
C -1.3899 -0.0899 1.6216
C -1.5238 2.7538 7.4842
C -1.9320 -1.0428 0.7458
C 0.3475 1.7810 1.9583
C -1.6493 -1.0610 -0.6098
C -0.3149 4.7922 7.4884
C 0.0531 3.2764 4.0598
C -1.1957 2.5220 6.1474
H -1.6578 -0.1283 2.6781
H 3.0709 1.5725 -0.0715
H 0.5909 5.3942 5.6613
H 0.6718 4.1165 3.7105
H -1.5861 1.6496 5.6307
H 0.3123 1.6977 -0.7143
H -2.0836 -1.7924 -1.2757
H 2.6958 -1.3316 0.9873
H 1.6619 0.2895 2.4022
H -1.3340 4.0169 9.2348
H -1.2841 1.7441 3.5253
H 3.2040 0.1262 -1.7052
H 3.2549 -1.7592 -1.5240
H 0.7251 2.6407 1.3696
H 2.4231 2.0466 2.3512
*
```

Summary:
**HOMO level**: -11.6 eV
**Orbital gap**: 4.89 eV
**E**: -1132.0589 Eh



Record 3
DFT (ωB97M-V/def2-TZVPD) results for a molecular structure, C30H45Cl2O7S2Se2SiSn.

Structure (ORCA input):
```
! RIJCOSX wB97M-V def2-TZVPD def2/J DEFGRID3
* xyz -1 1
Sn -1.4998 0.3116 0.3619
Se -4.0790 -0.5145 0.1606
Se -1.9226 1.7903 -2.5846
Cl -1.6335 -2.5715 4.1811
Cl 0.3692 0.5625 8.0849
S -0.6076 -2.0500 -0.1441
S -3.1351 3.1795 -1.3646
Si 1.4032 -1.5431 0.1028
O 2.4114 -2.3283 -0.9393
O 1.4624 0.0908 -0.1032
O -3.9656 -2.5848 -2.3449
O -1.4446 -0.2010 2.5575
O -6.2317 0.5676 -4.0834
O -1.0378 2.7125 2.3373
O 2.0529 -1.8118 1.5789
C -0.6206 2.5368 3.4643
C 1.5823 -1.6001 -3.1145
C 2.4005 -3.0075 2.2814
C 3.7089 -2.8797 -2.8193
C -3.3725 0.9350 -3.5826
C 3.8164 0.6108 -0.4516
C -0.1830 0.3792 6.4340
C -2.0021 4.5458 -1.2644
C 3.8612 -3.3174 1.9713
C -0.2953 6.7182 -0.9920
C 2.2839 -2.6960 -2.3140
C -0.7705 6.0628 0.1338
C 1.5143 -4.0086 -2.4143
C -1.5307 5.2041 -2.3975
C -0.6491 -0.8676 6.0022
C -5.3143 -0.5118 -3.9125
C 1.5053 -4.1732 1.8715
C -0.6217 1.3067 4.2456
C 2.4790 1.0707 0.1229
C -3.2864 -1.4573 -2.8637
C -1.6175 4.9697 0.0028
C 1.9903 2.3242 -0.5921
C -0.6742 6.2847 -2.2579
C 2.2133 -2.6974 3.7590
C 2.6065 1.3354 1.6198
C -1.0758 -1.0181 4.7127
C -0.1735 1.4374 5.5720
C -1.0717 0.0506 3.7411
C -4.1644 -0.2076 -2.9307
C -4.8212 0.1349 -1.5690
H 1.1644 -2.4783 3.9621
H -1.9586 4.4228 0.8721
H 4.5817 1.3636 -0.2497
H 0.1747 2.4073 5.9091
H 1.6641 -4.4293 0.8202
H -2.9590 -1.7148 -3.8767
H 1.8024 2.0977 -1.6445
H -5.8001 -0.3457 -1.5371
H -2.8620 0.5436 -4.4666
H -5.8283 -1.4116 -3.5679
H -3.9830 -2.4627 -1.3794
H -1.8307 4.8600 -3.3786
H 4.1262 -0.3346 -0.0011
H 4.2313 -3.6130 -2.2017
H 4.2524 -1.9337 -2.7672
H -0.4613 6.3822 1.1213
H -4.0402 1.7312 -3.9029
H -2.3917 -1.2423 -2.2727
H -0.6670 -1.7082 6.6831
H 3.7051 -3.2285 -3.8549
H -4.9073 -0.7134 -4.9065
H 4.4990 -2.4976 2.3104
H 2.8084 -1.8245 4.0362
H 2.7358 3.1205 -0.5282
H -4.9817 1.2080 -1.4713
H 1.0557 2.6734 -0.1452
H 3.7426 0.4688 -1.5322
H 1.6060 -1.8433 -4.1793
H 1.7289 -5.0492 2.4842
H 1.3931 -4.2978 -3.4612
H 3.2739 2.1824 1.7968
H 4.1754 -4.2369 2.4720
H 3.9884 -3.4366 0.8934
H -6.5911 0.7900 -3.2181
H 0.4553 -3.9054 2.0028
H 0.5277 -3.8991 -1.9621
H 0.3801 7.5586 -0.8876
H -0.1877 3.4015 4.0153
H 2.0551 -4.8016 -1.8918
H 2.9955 0.4553 2.1330
H 2.0812 -0.6406 -2.9614
H -0.3023 6.7933 -3.1393
H 0.5422 -1.5017 -2.7963
H 2.5228 -3.5473 4.3727
H 1.6236 1.5631 2.0378
*
```

Summary:
**HOMO level**: -4.5 eV
**Orbital gap**: 6.72 eV
**E**: -8720.6028 Eh



Record 4
DFT (ωB97M-V/def2-TZVPD) results for a single C5H8N2 molecule.

Structure (ORCA input):
```
! RIJCOSX wB97M-V def2-TZVPD def2/J DEFGRID3
* xyz 0 1
N -0.7669 -0.3566 -0.7400
N 1.3797 0.3306 -1.3170
C 0.2571 -0.1428 -1.6453
C 0.0175 1.5376 1.4613
C -0.7910 -1.1506 -1.9647
C 0.0248 -0.7642 0.4281
C 0.8429 0.4823 0.6597
H 1.8458 0.3811 1.0680
H 0.7050 -1.5970 0.1970
H -0.6709 -1.0243 1.2243
H 0.3874 1.6219 2.5019
H 0.0300 2.5494 1.0556
H -1.0392 1.2424 1.5552
H -0.5877 -2.2189 -1.8813
H -1.6344 -0.8909 -2.6028
*
```

Summary:
**HOMO level**: -8.8 eV
**Orbital gap**: 9.41 eV
**E**: -304.6495 Eh



Record 5
DFT (ωB97M-V/def2-TZVPD) results for a single C6H12N2 molecule.

Structure (ORCA input):
```
! RIJCOSX wB97M-V def2-TZVPD def2/J DEFGRID3
* xyz 0 1
N 1.4229 -0.1081 0.8307
N 2.3604 0.9406 -1.0738
C -0.4839 -1.5871 0.0757
C 2.0182 -0.1940 -0.3589
C -1.5272 0.6374 -0.5754
C -1.8069 1.1402 0.8077
C 0.5111 -1.0864 1.0976
C -0.9682 -0.5273 -0.8937
H 2.4065 0.9119 -2.0824
H -1.9391 1.2444 -1.3762
H -1.3438 -1.9899 0.6238
H -0.0881 -2.4257 -0.5135
H -1.3864 2.1398 0.9478
H 1.5003 0.7485 1.3797
H 1.9000 1.7863 -0.7601
H -2.8846 1.2282 0.9665
H 0.4163 -1.4071 2.1248
H -1.3915 0.4758 1.5631
H 2.1788 -1.1460 -0.8388
H -0.8948 -0.7814 -1.9447
*
```

Summary:
**HOMO level (spin up / spin down)**: -5.6 / -6.0 eV
**Orbital gap (spin up / spin down)**: 6.50 / 6.90 eV
**E**: -345.1990 Eh



Record 6
DFT (ωB97M-V/def2-TZVPD) results for a molecular structure, C19H25N3OsSSi.

Structure (ORCA input):
```
! RIJCOSX wB97M-V def2-TZVPD def2/J DEFGRID3
* xyz 2 5
Os 0.3219 0.3746 -0.9616
S 1.6017 -1.2786 -0.0533
Si 0.5893 0.1758 -3.9121
N -1.2156 -1.3881 0.2304
N 1.4489 -1.5476 2.6220
N -0.5284 -1.5969 1.4545
C -0.7147 1.4640 0.4379
C 0.9186 2.3466 -0.9046
C 0.6290 1.9229 0.4158
C -0.8586 0.7742 -5.1983
C -3.2558 1.1323 -5.5482
C -1.2957 1.6353 -0.8444
C 3.4312 -1.5724 -7.2521
C -2.1605 0.9857 -4.6931
C 3.6635 -0.2675 -6.7772
C -0.2792 2.1618 -1.6657
C 1.5779 -1.8046 -5.6889
C -1.3179 -3.9169 -2.3740
C 0.8014 -1.4599 1.4558
C -1.7994 0.9824 -7.4649
C -0.6891 0.8276 -6.6162
C 2.8959 0.2236 -5.7204
C 2.4042 -2.3445 -6.6951
C -3.0870 1.1735 -6.9388
C 1.8249 -0.5256 -5.1633
H -3.9459 1.2944 -7.5953
H 4.0367 -1.9838 -8.0633
H -2.3301 1.3715 -1.1197
H 0.7033 -2.3627 -5.3432
H -1.8321 -4.4267 -1.5321
H -0.4072 -3.4161 -1.9744
H 2.2169 -3.3623 -7.0672
H 0.2925 0.6481 -7.1018
H 1.2755 1.9815 1.2770
H -2.1980 -1.1203 0.3999
H -1.1777 -2.2355 -0.3401
H -0.4123 2.4467 -2.7062
H 0.9694 -1.7243 3.5025
H -2.3495 0.9207 -3.6116
H 2.4511 -1.4216 2.6079
H -1.2520 1.2170 1.3387
H -1.6694 0.9079 -8.5511
H 1.8830 2.6798 -1.2720
H -1.9902 -3.1728 -2.7876
H -4.2588 1.1795 -5.1206
H -1.0850 -1.7444 2.2954
H -0.9377 -4.5298 -3.1637
H 1.2249 1.4955 -4.0748
H 4.4184 0.3538 -7.2631
H 3.0909 1.2378 -5.3778
*
```

Summary:
**HOMO level (spin up / spin down)**: -12.3 / -13.4 eV
**Orbital gap (spin up / spin down)**: 6.53 / 3.31 eV
**E**: -1680.7873 Eh



Record 7
DFT (ωB97M-V/def2-TZVPD) results for 2 unconnected molecules or ions with the total composition C3H9N2O.

Structure (ORCA input):
```
! RIJCOSX wB97M-V def2-TZVPD def2/J DEFGRID3
* xyz 1 1
O -1.5785 -1.1853 0.6058
N 1.7955 -0.6977 -0.9239
N 1.6660 0.1511 1.1585
C 1.0972 -0.2450 0.0451
C -1.7719 0.6962 -0.8670
C -1.2253 0.1242 0.3639
H 1.3753 -0.9981 -1.7996
H -1.6209 1.8035 -0.8804
H 2.7036 0.2527 1.2741
H -2.7328 0.4030 -0.7184
H 2.8933 -0.6152 -0.9194
H -1.0114 0.7792 1.1954
H -1.4767 0.3397 -1.8319
H 1.0938 0.5564 1.8206
H -1.2071 -1.3647 1.4773
*
```

Summary:
**HOMO level**: -13.9 eV
**Orbital gap**: 9.70 eV
**E**: -304.1330 Eh



The lowest E belongs to which entry? C30H45Cl2O7S2Se2SiSn



Look up the E of the third one. -8720.6028 Eh



Which of these has the lowest E? C30H45Cl2O7S2Se2SiSn